i:
Computed, not measured: a cluster of 2 separate species, C2H7N3 in total, with ωB97M-V/def2-TZVPD.

The calculation puts the LUMO energy at 0.75 eV. The value obtained for the HOMO energy is -9.57 eV. The SMILES is [H]/N=C\N.C=N. For the orbital gap, the calculation gives 0.379 Eh.

Each line ends with the Mulliken charge.
Cartesian coordinates (Å):
1 H -3.19 -0.89 0.06  0.203
2 N -2.53 -1.65 -0.26  -0.579
3 C -1.40 -1.17 -0.68  0.112
4 N -0.81 0.05 -0.46  -0.504
5 H -0.78 -1.88 -1.31  0.252
6 H -1.48 0.85 -0.28  0.216
7 H -0.18 0.29 -1.22  0.296
8 C 2.33 0.71 0.42  -0.259
9 N 2.24 1.87 1.04  -0.464
10 H 1.39 0.14 0.50  0.256
11 H 3.22 0.06 0.26  0.240
12 H 3.20 2.30 1.23  0.230

ii:
Computed, not measured: a structure of composition C2H7N3, with ωB97M-V/def2-TZVPD.

The calculation puts the LUMO energy (spin up / spin down) at 0.45 / 0.70 eV. The value obtained for the HOMO energy (spin up / spin down) is -7.42 / -7.95 eV. For the orbital gap (spin up / spin down), the calculation gives 0.289 / 0.318 Eh.

Each line ends with the Mulliken charge.
Cartesian coordinates (Å):
1 C 0.38 -0.59 -0.30  -0.019
2 N 0.37 0.45 0.56  -0.415
3 N 2.15 -0.09 -0.29  -0.667
4 C -2.30 0.44 -0.01  -0.224
5 N -1.57 -0.40 0.58  -0.511
6 H 0.59 0.12 1.50  0.259
7 H 2.75 -0.35 0.49  0.229
8 H 2.40 0.81 -0.69  0.234
9 H 0.44 -1.63 0.02  0.278
10 H 0.11 -0.40 -1.33  0.305
11 H -1.93 1.28 -0.62  0.249
12 H -3.40 0.37 0.09  0.282

If you had to bet on the most stable structure above, which would it be? Bet on i.